# 1
A 5-piece molecular cluster, C19H25BrF12NO10 overall in a non-equilibrium geometry. Source: the Open Molecules 2025 dataset; level of theory: ωB97M-V with the def2-TZVPD basis set.

```
! wB97M-V def2-TZVPD RIJCOSX def2/J DEFGRID3
* xyz -1 1
O 0.265 3.878 2.948
C 0.719 2.853 2.420
O 0.006 1.607 2.536
C 2.095 2.763 1.614
C 2.999 1.497 2.104
N 3.167 1.421 3.572
Br 4.177 2.971 4.057
H 0.115 1.226 1.630
H 1.795 2.502 0.528
H 2.681 3.730 1.598
H 4.022 1.493 1.577
H 2.406 0.556 1.794
C 6.388 2.493 -3.648
C 5.853 1.123 -3.283
O 6.446 0.655 -2.063
C 5.896 1.123 -0.923
O 4.973 1.888 -0.880
C 6.585 0.512 0.294
F 7.931 0.511 0.181
F 6.218 -0.772 0.482
F 6.296 1.161 1.426
H 7.480 2.479 -3.693
H 5.999 2.813 -4.618
H 6.109 3.238 -2.900
H 6.124 0.403 -4.058
H 4.764 1.122 -3.210
C -0.054 -2.116 -2.050
C 1.274 -1.527 -1.617
O 1.609 -0.384 -2.421
C 1.028 0.775 -2.061
O 0.266 0.893 -1.139
C 1.504 1.915 -2.957
F 1.511 1.579 -4.265
F 2.759 2.290 -2.652
F 0.738 3.011 -2.854
H -0.042 -2.346 -3.118
H -0.268 -3.031 -1.495
H -0.871 -1.412 -1.885
H 2.069 -2.260 -1.769
H 1.274 -1.268 -0.556
C -2.560 1.298 4.413
C -3.638 2.322 4.124
O -4.591 1.805 3.176
C -5.549 1.010 3.677
O -5.649 0.712 4.838
C -6.512 0.576 2.575
F -5.872 0.187 1.455
F -7.341 1.577 2.214
F -7.293 -0.454 2.944
H -2.089 0.967 3.487
H -1.794 1.719 5.067
H -2.977 0.410 4.895
H -3.190 3.206 3.668
H -4.139 2.650 5.038
C -5.156 -4.424 0.475
C -4.831 -5.350 -0.681
O -4.777 -4.620 -1.916
C -3.623 -3.976 -2.169
O -2.672 -3.978 -1.435
C -3.685 -3.284 -3.528
F -4.846 -2.629 -3.720
F -3.572 -4.168 -4.541
F -2.706 -2.383 -3.695
H -6.077 -3.871 0.276
H -5.278 -4.992 1.400
H -4.366 -3.686 0.623
H -5.624 -6.093 -0.791
H -3.900 -5.896 -0.511
*
```

Properties
Energy relative to the best compared isomer or geometry (same formula, charge and spin) in kJ/mol: 0.0
E_HOMO in eV: -2.3
F_max in eV Å⁻¹: 3.70
E_tot in hartree: -5318.59096

Charges per atom according to Löwdin partitioning, unit e: atom 1 (O): 0.04, atom 2 (C): -0.42, atom 3 (O): -0.01, atom 4 (C): -0.15, atom 5 (C): -0.51, atom 6 (N): -0.61, atom 7 (Br): 0.31, atom 8 (H): 0.09, atom 9 (H): 0.09, atom 10 (H): 0.09, atom 11 (H): 0.05, atom 12 (H): 0.09, atom 13 (C): -0.06, atom 14 (C): -0.21, atom 15 (O): 0.02, atom 16 (C): -0.36, atom 17 (O): 0.16, atom 18 (C): -0.52, atom 19 (F): 0.15, atom 20 (F): 0.15, atom 21 (F): 0.16, atom 22 (H): 0.08, atom 23 (H): 0.08, atom 24 (H): 0.08, atom 25 (H): 0.12, atom 26 (H): 0.10, atom 27 (C): -0.07, atom 28 (C): -0.19, atom 29 (O): 0.02, atom 30 (C): -0.37, atom 31 (O): 0.16, atom 32 (C): -0.52, atom 33 (F): 0.15, atom 34 (F): 0.15, atom 35 (F): 0.17, atom 36 (H): 0.08, atom 37 (H): 0.07, atom 38 (H): 0.08, atom 39 (H): 0.13, atom 40 (H): 0.13, atom 41 (C): -0.06, atom 42 (C): -0.19, atom 43 (O): 0.03, atom 44 (C): -0.38, atom 45 (O): 0.16, atom 46 (C): -0.52, atom 47 (F): 0.15, atom 48 (F): 0.15, atom 49 (F): 0.15, atom 50 (H): 0.06, atom 51 (H): 0.09, atom 52 (H): 0.07, atom 53 (H): 0.13, atom 54 (H): 0.12, atom 55 (C): -0.06, atom 56 (C): -0.21, atom 57 (O): 0.02, atom 58 (C): -0.36, atom 59 (O): 0.16, atom 60 (C): -0.51, atom 61 (F): 0.16, atom 62 (F): 0.16, atom 63 (F): 0.16, atom 64 (H): 0.08, atom 65 (H): 0.08, atom 66 (H): 0.08, atom 67 (H): 0.12, atom 68 (H): 0.13

=====

# 2
The molecule ClH. Source: the Open Molecules 2025 dataset; level of theory: ωB97M-V with the def2-TZVPD basis set.

```
! wB97M-V def2-TZVPD RIJCOSX def2/J DEFGRID3
* xyz 0 1
H 0.153 -0.828 -0.863
Cl -0.009 0.049 0.051
*
```

Properties
Energy relative to the best compared isomer or geometry (same formula, charge and spin) in kJ/mol: 0.0
E_HOMO in eV: -11.9
F_max in eV Å⁻¹: 0.07
E_tot in hartree: -460.79081

Charges per atom according to Löwdin partitioning, unit e: atom 1 (H): -0.26, atom 2 (Cl): 0.26

=====

# 3
C24H16AgBrF10NO3P2S as an isolated structure in a non-equilibrium geometry. Source: the Open Molecules 2025 dataset; level of theory: ωB97M-V with the def2-TZVPD basis set.

```
! wB97M-V def2-TZVPD RIJCOSX def2/J DEFGRID3
* xyz 0 2
Ag 0.113 -0.039 -2.369
F 4.271 -0.925 3.608
C 3.374 -0.456 2.752
C 2.306 0.322 3.189
F 2.175 0.638 4.473
C 1.375 0.792 2.267
F 0.367 1.534 2.726
C 1.482 0.552 0.900
P 0.262 1.264 -0.288
C -1.322 1.215 0.582
C -1.690 0.082 1.304
C -2.960 -0.008 1.843
C -3.877 1.010 1.633
C -3.523 2.119 0.881
C -2.251 2.227 0.355
C 0.854 2.990 -0.279
C 0.543 3.887 0.741
C 1.040 5.176 0.688
C 1.852 5.572 -0.364
C 2.166 4.679 -1.377
C 1.670 3.387 -1.338
C 2.590 -0.184 0.476
Br 2.972 -0.469 -1.360
C 3.504 -0.703 1.388
F 4.539 -1.410 0.948
H -0.977 -0.715 1.467
H -3.229 -0.880 2.419
H -4.873 0.939 2.040
H -4.236 2.907 0.698
H -1.978 3.097 -0.228
H -0.090 3.583 1.560
H 0.790 5.876 1.469
H 2.232 6.581 -0.401
H 2.790 4.989 -2.201
H 1.905 2.684 -2.131
F -0.758 -0.531 -4.575
P 0.757 -0.685 -5.283
F 0.273 0.205 -6.501
F 1.173 -1.557 -3.910
F 1.174 0.681 -4.425
F 0.286 -2.045 -5.957
F 2.243 -0.812 -5.818
N -1.601 -1.901 -2.132
C -1.422 -2.592 -0.923
C -2.489 -3.039 -0.142
C -2.234 -3.704 1.052
C -0.930 -3.855 1.450
C 0.147 -3.442 0.705
C -0.111 -2.796 -0.490
S -0.612 -4.669 3.086
O 0.826 -4.667 3.175
O -1.260 -5.932 2.813
O -1.310 -3.755 3.962
H -1.063 -2.326 -2.886
H -2.574 -1.830 -2.413
H -3.508 -2.882 -0.463
H -3.026 -4.104 1.662
H 1.149 -3.619 1.061
H 0.705 -2.456 -1.122
*
```

Properties
Energy relative to the best compared isomer or geometry (same formula, charge and spin) in kJ/mol: 74.6
E_HOMO (alpha / beta) in eV: -9.7 / -9.7
⟨S²⟩: 0.77
F_max in eV Å⁻¹: 3.42
E_tot in hartree: -6005.33339

Charges per atom according to Löwdin partitioning, unit e: atom 1 (Ag): 0.63, atom 2 (F): 0.16, atom 3 (C): -0.12, atom 4 (C): -0.12, atom 5 (F): 0.15, atom 6 (C): -0.21, atom 7 (F): 0.10, atom 8 (C): -0.30, atom 9 (P): 1.04, atom 10 (C): -0.39, atom 11 (C): -0.10, atom 12 (C): -0.06, atom 13 (C): -0.07, atom 14 (C): -0.07, atom 15 (C): -0.09, atom 16 (C): -0.35, atom 17 (C): -0.09, atom 18 (C): -0.07, atom 19 (C): -0.07, atom 20 (C): -0.07, atom 21 (C): -0.09, atom 22 (C): -0.57, atom 23 (Br): 0.87, atom 24 (C): -0.26, atom 25 (F): 0.09, atom 26 (H): 0.10, atom 27 (H): 0.11, atom 28 (H): 0.11, atom 29 (H): 0.11, atom 30 (H): 0.11, atom 31 (H): 0.10, atom 32 (H): 0.11, atom 33 (H): 0.11, atom 34 (H): 0.11, atom 35 (H): 0.09, atom 36 (F): -0.25, atom 37 (P): 0.18, atom 38 (F): -0.11, atom 39 (F): -0.27, atom 40 (F): -0.24, atom 41 (F): -0.12, atom 42 (F): -0.11, atom 43 (N): 0.13, atom 44 (C): -0.27, atom 45 (C): 0.02, atom 46 (C): -0.01, atom 47 (C): -0.18, atom 48 (C): 0.00, atom 49 (C): 0.00, atom 50 (S): 0.42, atom 51 (O): -0.32, atom 52 (O): -0.28, atom 53 (O): -0.30, atom 54 (H): 0.11, atom 55 (H): 0.12, atom 56 (H): 0.13, atom 57 (H): 0.14, atom 58 (H): 0.12, atom 59 (H): 0.08